8
Properties=species:S:1:pos:R:3 method="wB97M-V/def2-TZVPD" orbital_gap_ev=9.35 total_charge=0 max_force_ev_per_a=3.453 smiles="O=C(O)OCl.Cl"
C -0.16 -0.43 0.07
O -0.71 -1.55 -0.37
O 0.98 -0.31 0.43
O -0.98 0.60 0.16
Cl 1.85 2.48 0.20
Cl -2.64 0.48 -0.23
H -0.03 -2.35 -0.41
H 1.68 1.08 0.14

84
Properties=species:S:1:pos:R:3 method="wB97M-V/def2-TZVPD" spin_multiplicity=2 orbital_gap_ev="5.97 / 6.03" total_charge=+3 s2=0.755 max_force_ev_per_a=3.370
Ti -0.60 -0.30 0.48
N -4.47 1.89 0.56
C -3.46 1.13 0.89
N -2.60 0.58 0.03
C -2.85 0.71 -1.29
N -2.18 0.02 -2.09
N -1.34 -0.91 -1.40
C -1.73 -2.11 -1.66
C -1.24 -3.09 -0.69
C -0.96 -4.40 -1.04
C -0.29 -5.26 -0.17
C 0.04 -4.75 1.07
C -0.29 -3.40 1.35
N -0.88 -2.56 0.49
C -3.95 1.64 -1.75
C -4.27 1.91 -3.11
C -5.29 2.84 -3.41
C -5.98 3.46 -2.31
C -5.68 3.19 -1.02
C -4.70 2.27 -0.79
H -5.09 2.28 1.24
H -3.46 0.82 1.95
H -2.46 -2.23 -2.51
H -1.24 -4.76 -2.08
H -0.18 -6.31 -0.43
H 0.54 -5.39 1.78
H 0.08 -3.01 2.27
H -3.65 1.41 -3.81
H -5.56 3.13 -4.39
H -6.89 4.21 -2.39
H -6.28 3.58 -0.11
C 5.81 -3.89 -0.11
C 4.84 -4.39 -1.16
S 3.00 -4.24 -0.87
C 2.47 -2.93 -1.98
C 2.35 -1.44 -1.52
S 1.76 -1.13 0.22
C 3.30 -0.82 1.15
C 4.27 -1.90 1.51
S 5.71 -2.13 0.33
H 6.77 -4.17 -0.46
H 5.62 -4.44 0.84
H 5.04 -5.45 -1.24
H 5.03 -4.08 -2.20
H 1.49 -3.28 -2.28
H 3.04 -2.86 -2.99
H 1.72 -0.76 -2.15
H 3.34 -1.01 -1.47
H 2.80 -0.39 2.01
H 3.76 0.08 0.59
H 3.73 -2.87 1.51
H 4.64 -1.64 2.47
C 2.19 2.79 1.70
C 0.90 3.48 1.11
As 0.30 2.24 -0.28
C 1.78 1.88 -1.58
C 2.46 3.10 -2.20
C -0.82 3.32 -1.42
C -1.79 4.23 -0.65
H 2.96 2.84 0.94
H 2.04 1.79 2.05
H 2.48 3.38 2.57
H 1.17 4.51 0.57
H 0.09 3.74 1.82
H 1.14 1.42 -2.31
H 2.49 1.21 -1.10
H 2.04 3.31 -3.15
H 3.49 2.88 -2.44
H 2.49 3.96 -1.59
H -1.32 2.69 -2.16
H -0.18 3.96 -2.02
H -2.22 3.69 0.20
H -2.67 4.41 -1.24
H -1.46 5.19 -0.31
C -0.33 0.82 4.75
S -0.51 -0.60 3.68
C -1.89 -1.47 4.42
O -1.04 -0.01 2.31
H -1.27 1.49 4.71
H 0.59 1.28 4.42
H -0.16 0.51 5.78
H -1.58 -2.47 4.85
H -2.55 -1.65 3.62
H -2.42 -0.78 5.08

20
Properties=species:S:1:pos:R:3 method="wB97M-V/def2-TZVPD" orbital_gap_ev=8.64 total_charge=0 max_force_ev_per_a=4.547
C 1.39 1.11 1.33
C 0.30 0.80 0.32
N 0.76 0.31 -0.92
C 0.16 0.85 -2.10
C -0.35 -0.56 0.36
C -1.64 -0.83 -0.33
C 0.22 -1.70 1.10
H 1.87 2.06 1.07
H 0.98 1.20 2.34
H 2.16 0.34 1.32
H -0.45 1.60 0.27
H -0.25 0.05 -2.73
H -0.65 1.59 -1.95
H 0.91 1.35 -2.72
H -2.31 -1.38 0.34
H -2.16 0.06 -0.68
H -1.46 -1.48 -1.19
H 1.16 -1.55 1.62
H -0.02 -2.71 0.77
H -0.61 -1.12 1.82

16
Properties=species:S:1:pos:R:3 method="wB97M-V/def2-TZVPD" orbital_gap_ev=7.78 total_charge=0 max_force_ev_per_a=5.658 smiles="C/N=C(/N)C(=O)CO"
C 0.53 1.29 0.65
C 0.86 -1.33 -1.28
C -0.37 -0.30 1.14
C -0.95 -0.19 -0.21
N -2.12 0.55 -0.31
O 1.76 1.18 1.24
N -0.51 -0.90 -1.19
O 0.26 -0.95 1.90
H 1.69 0.59 2.01
H -2.75 0.48 0.48
H -2.58 0.38 -1.20
H 0.66 1.59 -0.40
H -0.16 1.99 1.14
H 1.51 -0.52 -1.61
H 1.27 -1.72 -0.34
H 0.91 -2.14 -2.02